Entry 1:
Entry from the OMol25 dataset: a structure of composition C26H18BrClF4N2NiO4PS2 (ωB97M-V/def2-TZVPD).

Output
largest force on an atom: 0.006 Eh/bohr
spin multiplicity: 3
total charge: +1
LUMO (spin up / spin down): -2.7 / -3.8 eV
<S²>: 2.00
E_HOMO (spin up / spin down): -0.4321 / -0.4321 hartree
ΔE to the lowest compared entry with this formula, charge and spin: 0.000 eV

Element x y z (Å)
Ni 0.63 0.18 -1.68
C 1.00 -3.52 -1.52
C 1.72 -2.69 -2.53
N 1.66 -1.39 -2.64
C 2.36 -0.94 -3.75
C 2.99 -1.91 -4.45
S 2.69 -3.42 -3.73
C 2.33 0.50 -4.02
C 2.91 1.19 -5.03
S 2.59 2.86 -4.82
C 1.67 2.55 -3.42
N 1.62 1.27 -3.12
C 1.11 3.66 -2.61
H 0.57 -2.88 -0.76
H 1.67 -4.24 -1.06
H 0.20 -4.08 -2.00
H 3.59 -1.80 -5.34
H 3.49 0.82 -5.85
H 1.01 4.56 -3.21
H 1.79 3.88 -1.78
H 0.13 3.39 -2.22
F -0.32 5.46 1.84
C -0.38 4.14 1.72
C -1.46 3.44 2.19
F -2.47 4.07 2.77
C -1.49 2.06 2.06
F -2.54 1.44 2.61
C -0.47 1.34 1.45
P -0.53 -0.47 1.25
C -2.21 -1.02 1.40
C -3.11 -0.58 0.42
C -4.42 -1.01 0.46
C -4.84 -1.87 1.46
C -3.95 -2.32 2.42
C -2.63 -1.90 2.40
C 0.46 -1.12 2.58
C 1.49 -2.01 2.30
C 2.27 -2.52 3.33
C 2.02 -2.13 4.64
C 0.99 -1.24 4.92
C 0.21 -0.73 3.90
C 0.63 2.09 1.01
Br 2.17 1.29 0.21
C 0.68 3.46 1.14
F 1.74 4.16 0.73
H -2.79 0.10 -0.36
H -5.12 -0.66 -0.29
H -5.87 -2.21 1.49
H -4.28 -3.00 3.20
H -1.93 -2.25 3.15
H 1.69 -2.29 1.27
H 3.07 -3.21 3.11
H 2.62 -2.53 5.44
H 0.80 -0.94 5.94
H -0.58 -0.03 4.13
O -3.05 0.87 -2.50
Cl -1.69 1.15 -2.91
O -1.60 2.39 -3.66
O -0.92 1.42 -1.57
O 0.04 -0.87 -0.10


Entry 2:
Entry from the OMol25 dataset: a structure of composition C26H18F12N2O5PtS at a distorted geometry (ωB97M-V/def2-TZVPD).

Output
largest force on an atom: 0.063 Eh/bohr
spin multiplicity: 5
LUMO (spin up / spin down): 0.1 / -4.3 eV
<S²>: 6.06
E_HOMO (spin up / spin down): -0.2165 / -0.3438 hartree

Element x y z (Å)
Pt -7.73 10.96 12.61
C -9.24 14.56 18.47
C -9.09 13.59 17.34
C -8.86 12.24 17.62
C -8.83 11.31 16.59
C -8.78 11.73 15.26
N -8.57 10.68 14.31
C -8.97 9.38 14.54
C -10.17 9.20 15.21
C -10.54 7.99 15.73
C -9.62 6.93 15.81
C -9.99 5.74 16.65
C -8.38 7.11 15.09
C -8.06 8.31 14.42
C -6.70 8.50 13.77
O -6.68 9.25 12.66
C -5.95 7.22 13.18
F -6.78 6.50 12.44
F -5.45 6.40 14.15
F -4.93 7.60 12.38
C -5.80 9.14 14.93
F -5.96 8.53 16.18
F -4.49 9.04 14.58
F -6.03 10.44 15.15
C -8.79 13.17 14.92
C -9.00 14.03 15.98
C -8.78 13.52 13.43
O -8.99 12.48 12.62
C -7.54 14.56 13.15
F -6.39 14.13 13.78
F -7.23 14.55 11.79
F -7.75 15.86 13.43
C -10.03 14.41 13.14
F -9.96 14.84 11.89
F -10.26 15.50 13.91
F -11.14 13.54 13.18
H -8.48 15.34 18.51
H -9.13 14.10 19.44
H -10.21 15.08 18.55
H -8.87 11.88 18.68
H -8.76 10.27 16.82
H -10.75 10.10 15.45
H -11.59 7.87 16.08
H -10.94 5.27 16.35
H -10.09 6.03 17.67
H -9.24 4.98 16.65
H -7.69 6.34 15.27
H -9.10 15.07 15.75
N -7.04 11.53 10.69
C -6.14 10.57 10.17
C -4.89 10.41 10.78
C -4.06 9.46 10.25
C -4.43 8.69 9.14
C -5.63 8.85 8.53
C -6.51 9.76 9.10
S -3.21 7.61 8.36
O -3.49 6.20 8.56
O -2.02 8.31 8.87
O -3.67 7.97 6.96
H -6.49 12.42 10.77
H -7.93 11.72 10.18
H -4.65 10.99 11.68
H -3.03 9.25 10.59
H -5.92 8.25 7.65
H -7.50 9.90 8.64


Entry 3:
Entry from the OMol25 dataset: a structure of composition C26H18IrN2O6S3 (ωB97M-V/def2-TZVPD).

Output
largest force on an atom: 0.008 Eh/bohr
spin multiplicity: 2
LUMO (spin up / spin down): -0.7 / -2.6 eV
<S²>: 0.77
E_HOMO (spin up / spin down): -0.3044 / -0.3034 hartree
ΔE to the lowest compared entry with this formula, charge and spin: 0.416 eV

Element x y z (Å)
Ir 0.32 -0.27 0.13
S 1.24 -3.69 -0.10
C 0.06 -3.05 -1.17
C -0.61 -3.94 -2.01
C -1.46 -3.49 -3.00
C -1.66 -2.13 -3.11
C -1.02 -1.29 -2.21
N -0.18 -1.70 -1.26
H -0.43 -5.00 -1.85
H -1.96 -4.19 -3.65
H -2.31 -1.70 -3.85
H -1.21 -0.23 -2.26
O -1.78 0.12 0.91
S -1.30 1.05 1.96
O -2.02 2.29 2.07
O 0.16 1.23 1.67
C -1.50 0.21 3.51
C -1.95 0.99 4.56
C -2.17 0.43 5.81
C -1.96 -0.93 6.00
C -1.52 -1.71 4.95
C -1.29 -1.16 3.70
S -0.68 -2.30 2.45
O -0.06 -3.37 3.19
O -1.75 -2.65 1.55
O 0.39 -1.49 1.77
H -2.12 2.04 4.39
H -2.52 1.05 6.63
H -2.14 -1.38 6.97
H -1.33 -2.77 5.09
C 4.49 -1.29 0.30
C 5.01 -0.56 -0.78
C 4.17 0.25 -1.51
C 2.81 0.32 -1.18
C 2.28 -0.45 -0.15
C 3.15 -1.24 0.61
C 1.87 1.25 -1.79
C 2.28 2.23 -2.73
C 1.39 3.15 -3.18
C 0.05 3.10 -2.73
C -0.92 4.02 -3.19
C -2.22 3.94 -2.77
C -2.59 2.90 -1.90
C -1.67 1.99 -1.44
C -0.32 2.08 -1.83
N 0.61 1.17 -1.36
H 5.15 -1.90 0.90
H 6.06 -0.63 -1.02
H 4.58 0.84 -2.32
H 2.76 -1.80 1.45
H 3.31 2.25 -3.05
H 1.69 3.92 -3.88
H -0.60 4.80 -3.87
H -2.95 4.65 -3.11
H -3.62 2.82 -1.57
H -1.99 1.21 -0.76


Entry 4:
Entry from the OMol25 dataset: a structure of composition C26H18N4O11P2Re (ωB97M-V/def2-TZVPD).

Output
largest force on an atom: 0.015 Eh/bohr
spin multiplicity: 2
LUMO (spin up / spin down): -1.6 / -2.7 eV
<S²>: 0.79
E_HOMO (spin up / spin down): -0.2956 / -0.2956 hartree
ΔE to the lowest compared entry with this formula, charge and spin: 3.173 eV

Element x y z (Å)
Re 0.32 -0.12 -0.18
O -2.30 2.24 -6.11
C -2.41 1.06 -5.74
O -2.98 0.08 -6.24
C -1.66 0.74 -4.43
C -1.60 -0.57 -3.95
C -0.94 -0.83 -2.76
N -0.37 0.16 -2.06
C -0.31 1.42 -2.57
C -0.97 1.73 -3.74
C 0.62 2.23 -1.82
C 0.74 3.66 -1.86
C 1.43 4.28 -0.89
C 2.11 3.47 0.16
C 2.37 2.10 -0.30
N 1.42 1.49 -1.02
C -0.57 -2.11 -2.18
C -1.00 -3.35 -2.66
C -0.44 -4.49 -2.12
C 0.55 -4.36 -1.16
C 0.90 -3.11 -0.71
N 0.32 -1.98 -1.16
H -2.08 -1.34 -4.55
H -0.95 2.72 -4.18
H 0.20 4.21 -2.62
H 1.47 5.36 -0.83
H 2.99 3.96 0.58
H 3.13 1.48 0.15
H -1.73 -3.38 -3.44
H -0.76 -5.47 -2.47
H 1.06 -5.23 -0.75
H 1.69 -2.97 0.02
O -3.14 1.83 0.59
C -2.25 1.03 0.50
O -1.03 1.31 0.07
C -2.40 -0.41 0.93
C -3.68 -0.86 1.31
C -3.79 -2.12 1.80
C -2.61 -2.87 2.03
C -2.67 -4.13 2.68
C -1.52 -4.79 3.01
C -0.27 -4.19 2.73
C -0.19 -3.00 2.07
C -1.36 -2.32 1.68
N -1.29 -1.12 1.01
H -4.51 -0.19 1.17
H -4.75 -2.54 2.07
H -3.64 -4.55 2.92
H -1.56 -5.74 3.52
H 0.64 -4.67 3.06
H 0.77 -2.54 1.92
O 0.02 2.59 3.35
P 1.33 2.36 2.52
O 1.12 3.33 1.30
O 1.19 0.85 1.94
O 2.58 2.49 3.28
P 2.37 -0.38 2.02
O 3.75 0.40 1.91
O 2.18 -1.17 3.23
O 2.10 -0.94 0.63
H -0.79 2.67 2.83
H 3.90 0.97 2.68


Entry 5:
Entry from the OMol25 dataset: a structure of composition C26H19N6O2Rh at a distorted geometry (ωB97M-V/def2-TZVPD).

Output
largest force on an atom: 0.039 Eh/bohr
spin multiplicity: 5
total charge: +2
LUMO (spin up / spin down): -6.2 / -8.8 eV
<S²>: 6.06
E_HOMO (spin up / spin down): -0.4256 / -0.5358 hartree

Element x y z (Å)
Rh -0.02 -0.05 -0.03
O -0.82 5.79 3.56
C -1.83 5.23 3.27
O -3.01 5.20 3.30
C -1.33 3.78 2.36
C -2.31 2.93 1.90
C -1.91 1.81 1.19
N -0.57 1.57 0.98
C 0.39 2.43 1.46
C 0.02 3.57 2.17
C 1.71 2.00 1.13
C 2.91 2.65 1.47
C 4.11 2.10 1.07
C 4.11 0.90 0.35
C 2.91 0.30 0.04
N 1.75 0.83 0.42
C -2.74 0.79 0.61
C -4.13 0.73 0.64
C -4.78 -0.33 0.04
C -4.03 -1.32 -0.61
C -2.66 -1.21 -0.61
N -2.03 -0.20 -0.02
H -3.36 3.14 2.07
H 0.76 4.25 2.55
H 2.87 3.57 2.03
H 5.04 2.58 1.32
H 5.04 0.45 0.02
H 2.88 -0.63 -0.52
H -4.69 1.51 1.14
H -5.85 -0.39 0.05
H -4.50 -2.16 -1.09
H -2.04 -1.97 -1.09
N 0.98 -2.97 -1.85
C 0.80 -1.86 -2.64
C 1.04 -2.00 -4.02
C 0.92 -0.91 -4.85
C 0.52 0.31 -4.30
C 0.26 0.36 -2.95
N 0.40 -0.69 -2.13
C 0.90 -3.17 -0.49
C 1.24 -4.44 0.00
C 1.22 -4.67 1.35
C 0.84 -3.64 2.21
C 0.48 -2.43 1.65
N 0.52 -2.19 0.33
H 1.26 -3.80 -2.37
H 1.32 -2.96 -4.43
H 1.11 -0.99 -5.91
H 0.42 1.20 -4.91
H -0.10 1.28 -2.48
H 1.50 -5.23 -0.69
H 1.49 -5.64 1.75
H 0.83 -3.77 3.28
H 0.14 -1.61 2.28


Entry 6:
Entry from the OMol25 dataset: a structure of composition C26H20AgCl3N3P2Se2Si at a distorted geometry (ωB97M-V/def2-TZVPD).

Output
largest force on an atom: 0.071 Eh/bohr
spin multiplicity: 1
total charge: -1
LUMO: 2.1 eV
E_HOMO: -0.1634 hartree
ΔE to the lowest compared entry with this formula, charge and spin: 0.952 eV

Element x y z (Å)
Ag 4.67 1.09 -0.40
Se -0.73 -2.08 2.20
P -0.51 -1.90 0.12
C -0.58 -3.65 -0.47
C 0.39 -4.54 -0.04
C 0.41 -5.85 -0.49
C -0.58 -6.30 -1.28
C -1.68 -5.47 -1.64
C -1.66 -4.17 -1.27
C -1.96 -1.16 -0.60
C -1.76 -0.14 -1.55
C -2.90 0.55 -1.96
C -4.17 0.16 -1.49
C -4.33 -0.90 -0.60
C -3.21 -1.53 -0.07
C 1.09 -1.20 -0.31
C 1.55 0.09 -0.39
N 2.75 -0.04 -1.13
N 3.00 -1.35 -1.35
N 1.98 -2.10 -0.92
P 1.30 1.64 0.64
Se 3.21 2.69 1.06
C 0.37 1.63 2.21
C 0.92 1.81 3.48
C 0.09 1.80 4.62
C -1.25 1.64 4.43
C -1.85 1.48 3.18
C -1.02 1.48 2.06
C 0.39 2.75 -0.48
C -0.18 3.90 -0.02
C -0.49 4.98 -0.90
C -0.22 4.92 -2.22
C 0.37 3.68 -2.71
C 0.61 2.62 -1.88
H 1.15 -4.06 0.52
H 1.21 -6.54 -0.20
H -0.65 -7.30 -1.69
H -2.44 -5.90 -2.25
H -2.52 -3.55 -1.40
H -0.87 -0.05 -2.08
H -2.67 1.30 -2.72
H -5.08 0.72 -1.76
H -5.39 -1.12 -0.25
H -3.26 -2.28 0.70
H 1.97 1.82 3.55
H 0.48 1.86 5.64
H -1.91 1.54 5.33
H -2.92 1.31 3.07
H -1.39 1.34 1.07
H -0.50 4.08 1.04
H -1.00 5.86 -0.49
H -0.47 5.70 -2.95
H 0.61 3.56 -3.75
H 0.99 1.64 -2.27
Cl 7.70 1.14 2.17
Si 7.05 1.01 0.22
Cl 7.65 -0.87 -0.42
Cl 8.23 2.27 -0.94


Entry 7:
Entry from the OMol25 dataset: a structure of composition C26H20AsBrCl2CrO2S at a distorted geometry (ωB97M-V/def2-TZVPD).

Output
largest force on an atom: 0.072 Eh/bohr
spin multiplicity: 2
total charge: +1
LUMO (spin up / spin down): -4.8 / -5.0 eV
<S²>: 0.80
E_HOMO (spin up / spin down): -0.4166 / -0.4129 hartree
ΔE to the lowest compared entry with this formula, charge and spin: 0.131 eV

Element x y z (Å)
Cr -0.87 0.37 1.12
S 1.03 1.63 1.49
C 2.15 1.40 0.17
C 3.47 1.83 0.32
C 4.35 1.71 -0.73
C 3.93 1.20 -1.95
C 2.63 0.75 -2.10
C 1.73 0.83 -1.04
As -0.08 0.13 -1.14
C 0.24 -1.32 -2.44
C 0.92 -2.46 -1.99
C 1.23 -3.47 -2.87
C 0.85 -3.38 -4.20
C 0.19 -2.25 -4.65
C -0.13 -1.23 -3.78
C -1.00 1.47 -2.23
C -0.47 2.73 -2.44
C -1.23 3.71 -3.05
C -2.54 3.44 -3.43
C -3.09 2.19 -3.20
C -2.32 1.20 -2.61
H 3.78 2.25 1.26
H 5.38 2.02 -0.61
H 4.62 1.15 -2.78
H 2.30 0.33 -3.04
H 1.21 -2.53 -0.94
H 1.77 -4.34 -2.52
H 1.08 -4.18 -4.89
H -0.09 -2.17 -5.70
H -0.65 -0.34 -4.13
H 0.55 2.94 -2.12
H -0.81 4.69 -3.21
H -3.12 4.21 -3.92
H -4.11 1.99 -3.47
H -2.73 0.21 -2.44
Cl -3.09 -0.57 0.95
C -3.75 1.06 0.81
Cl -2.34 2.12 0.66
H -4.29 1.31 1.73
H -4.39 1.15 -0.07
Br 0.03 -4.95 6.25
C -0.02 -3.06 6.02
C 0.20 -2.22 7.10
C 0.13 -0.85 6.93
C -0.15 -0.32 5.68
C -0.34 -1.17 4.60
C -0.27 -2.55 4.76
C -0.59 -0.62 3.26
O -0.17 -1.18 2.21
O -1.24 0.46 3.11
H 0.42 -2.65 8.07
H 0.30 -0.19 7.77
H -0.20 0.75 5.52
H -0.43 -3.20 3.91


Entry 8:
Entry from the OMol25 dataset: a structure of composition C26H20AsF6MoN6O2S2Se2 at a distorted geometry (ωB97M-V/def2-TZVPD).

Output
largest force on an atom: 0.027 Eh/bohr
spin multiplicity: 2
LUMO (spin up / spin down): -3.0 / -2.6 eV
<S²>: 0.79
E_HOMO (spin up / spin down): -0.3045 / -0.3049 hartree
ΔE to the lowest compared entry with this formula, charge and spin: 0.000 eV

Element x y z (Å)
Mo -0.16 0.04 0.18
C 0.93 2.28 -3.25
C 1.13 1.91 -1.82
O 0.33 0.96 -1.37
C 2.09 2.40 -1.01
C 2.42 1.82 0.23
C 3.69 2.25 0.88
N 1.69 0.86 0.79
N 2.26 0.40 1.97
C 1.45 -0.43 2.54
O 0.26 -0.64 2.03
C 1.81 -1.16 3.76
C 2.79 -0.66 4.62
C 3.16 -1.40 5.73
C 2.57 -2.64 5.97
C 1.60 -3.13 5.11
C 1.21 -2.39 4.01
H 1.43 1.52 -3.86
H 1.37 3.25 -3.46
H -0.13 2.28 -3.50
H 2.75 3.17 -1.39
H 4.10 3.12 0.36
H 4.40 1.43 0.81
H 3.54 2.46 1.94
H 3.24 0.30 4.41
H 3.91 -1.02 6.41
H 2.88 -3.22 6.83
H 1.15 -4.09 5.30
H 0.46 -2.76 3.33
Se -4.06 0.68 -1.40
Se -2.60 2.44 -1.58
C -1.84 2.77 0.17
C -2.08 4.06 0.64
C -1.58 4.45 1.87
C -0.91 3.52 2.65
C -0.70 2.27 2.13
N -1.09 1.90 0.89
C -2.99 -0.71 -2.23
C -3.66 -1.72 -2.90
C -2.90 -2.63 -3.61
C -1.53 -2.47 -3.67
C -0.95 -1.44 -2.95
N -1.67 -0.59 -2.19
H -2.67 4.73 0.04
H -1.75 5.46 2.23
H -0.55 3.76 3.64
H -0.18 1.51 2.70
H -4.74 -1.77 -2.88
H -3.38 -3.45 -4.14
H -0.90 -3.13 -4.25
H 0.12 -1.29 -2.95
S -2.31 -0.69 1.06
C -2.22 -2.43 1.06
C -3.35 -3.09 1.64
N -4.28 -3.58 2.10
C -1.18 -3.11 0.52
S 0.19 -2.35 -0.21
C -1.19 -4.54 0.50
N -1.18 -5.69 0.48
F 2.26 -0.94 -1.33
As 3.70 -1.09 -2.36
F 4.19 0.50 -1.82
F 2.75 -0.33 -3.62
F 5.06 -1.19 -3.39
F 3.12 -2.64 -2.86
F 4.54 -1.78 -1.03